No. 1
Formula: C4H4N2
Source: the Open Molecules 2025 dataset
Level of theory: the ωB97M-V functional and the def2-TZVPD basis

Structure (ORCA input):
```
! wB97M-V def2-TZVPD RIJCOSX def2/J DEFGRID3
* xyz 0 1
C -0.09851 -0.58005 0.54236
C 0.67594 -0.79196 -0.71836
N 0.36294 0.08146 -1.64413
C -0.69577 0.67785 -1.04812
N -0.38129 1.63406 -0.13801
C -0.11994 0.86980 0.89438
H -0.04203 -1.31801 1.34992
H 1.47633 -1.52188 -0.84426
H -1.26415 -0.33229 -0.27831
H 0.08648 1.28102 1.88451
*
```

Computed properties:
**E_LUMO**: -0.24 eV
**HOMO energy**: -0.3668 Ha
**Energy above the lowest of the compared OMol25 structures with the same formula, charge and spin**: 101.6 kcal/mol
**Frontier orbital gap**: 9.74 eV

These are the Mulliken partial charges, in e, on atoms 1 to 6:
1. C -0.476
2. C -0.231
3. N -0.418
4. C 0.404
5. N -0.422
6. C -0.214

---

No. 2
Formula: C4H4N2
Source: the Open Molecules 2025 dataset
Level of theory: the ωB97M-V functional and the def2-TZVPD basis

Structure (ORCA input):
```
! wB97M-V def2-TZVPD RIJCOSX def2/J DEFGRID3
* xyz 0 1
C -0.59415 -0.84424 0.05477
C 0.40468 0.08430 0.04889
C 0.94901 1.24753 0.23597
C 1.91396 0.14940 -0.14500
N -1.83656 -0.41466 0.27767
N -2.41402 0.53048 -0.27225
H -0.30291 -1.81449 0.23573
H 2.76388 0.09186 0.60347
H 2.26899 0.13521 -1.24895
H -3.15289 0.83461 0.20971
*
```

Computed properties:
**E_LUMO (alpha / beta)**: -1.43 / -1.55 eV
**HOMO energy (alpha / beta)**: -0.3256 / -0.3055 Ha
**Energy above the lowest of the compared OMol25 structures with the same formula, charge and spin**: 174.4 kcal/mol
**Frontier orbital gap (alpha / beta)**: 7.43 / 6.77 eV

These are the Mulliken partial charges, in e, on atoms 1 to 6:
1. C -0.041
2. C 0.289
3. C -0.382
4. C -0.479
5. N 0.092
6. N -0.521

---

No. 3
Formula: C4H4N2
Source: the Open Molecules 2025 dataset
Level of theory: the ωB97M-V functional and the def2-TZVPD basis

Structure (ORCA input):
```
! wB97M-V def2-TZVPD RIJCOSX def2/J DEFGRID3
* xyz 0 1
C 1.00312 0.69258 -0.08243
C 0.22456 0.53950 -1.31997
C -1.35568 -0.88560 -0.37321
C 0.49500 0.09051 0.96284
N -0.82925 -0.10821 -1.15025
N -0.04009 -0.48465 1.92061
H 1.95549 1.33636 -0.07155
H 0.53255 0.89128 -2.34773
H -2.21576 -0.72080 0.36965
H 0.23006 -1.35096 2.09203
*
```

Computed properties:
**E_LUMO**: 0.87 eV
**HOMO energy**: -0.2733 Ha
**Energy above the lowest of the compared OMol25 structures with the same formula, charge and spin**: 108.2 kcal/mol
**Frontier orbital gap**: 8.31 eV

These are the Mulliken partial charges, in e, on atoms 1 to 6:
1. C -0.569
2. C -0.084
3. C -0.360
4. C 0.569
5. N -0.121
6. N -0.593

---

No. 4
Formula: C4H4N2
Source: the Open Molecules 2025 dataset
Level of theory: the ωB97M-V functional and the def2-TZVPD basis

Structure (ORCA input):
```
! wB97M-V def2-TZVPD RIJCOSX def2/J DEFGRID3
* xyz 0 1
C 0.77205 0.90561 -0.07322
C 1.32854 -0.38588 -0.03968
N 0.56177 -1.43938 -0.34103
N -0.74820 -1.40494 -0.33453
C -1.24810 -0.32991 0.28965
C -0.57623 0.89576 0.31803
H 1.33370 1.79745 -0.36798
H 2.37554 -0.63007 0.13282
H -2.22001 -0.43024 0.77495
H -1.58270 0.95761 -0.34740
*
```

Computed properties:
**E_LUMO**: -0.09 eV
**HOMO energy**: -0.3432 Ha
**Energy above the lowest of the compared OMol25 structures with the same formula, charge and spin**: 100.0 kcal/mol
**Frontier orbital gap**: 9.25 eV

These are the Mulliken partial charges, in e, on atoms 1 to 6:
1. C -0.325
2. C -0.151
3. N -0.218
4. N -0.386
5. C -0.164
6. C -0.140

---

No. 5
Formula: C4H4N2
Source: the Open Molecules 2025 dataset
Level of theory: the ωB97M-V functional and the def2-TZVPD basis

Structure (ORCA input):
```
! wB97M-V def2-TZVPD RIJCOSX def2/J DEFGRID3
* xyz 0 1
C 1.20472 -1.23931 -0.71190
C 0.69637 -0.03988 -0.05763
C -0.79179 -0.01014 0.11941
C -1.19567 1.34692 0.56766
H 1.03142 0.01993 0.96598
H 1.15074 0.77991 -0.64646
H -1.35001 -0.25770 -0.87700
H -1.01260 -0.84285 0.80587
N 1.78227 -2.08903 -1.23927
N -1.51546 2.33214 1.07334
*
```

Computed properties:
**E_LUMO**: 0.36 eV
**HOMO energy**: -0.4468 Ha
**Energy above the lowest of the compared OMol25 structures with the same formula, charge and spin**: 17.7 kcal/mol
**Frontier orbital gap**: 12.52 eV

These are the Mulliken partial charges, in e, on atoms 1 to 6:
1. C 0.130
2. C -0.355
3. C -0.359
4. C 0.182
5. H 0.281
6. H 0.307

---

No. 6
Formula: C4H4N2O
Source: the Open Molecules 2025 dataset
Level of theory: the ωB97M-V functional and the def2-TZVPD basis

Structure (ORCA input):
```
! wB97M-V def2-TZVPD RIJCOSX def2/J DEFGRID3
* xyz 0 1
C 0.59650 0.66511 -1.97435
C -0.21886 -0.54675 1.21461
C -1.14963 -0.92773 0.34340
C 0.66702 0.53382 0.79256
N 1.35169 0.81661 -2.83012
N -0.27341 0.70525 -0.99553
O -1.18698 -0.36029 -0.88197
H -0.07607 -1.03329 2.16300
H -1.89221 -1.69763 0.45876
H 0.47774 1.54461 1.12570
H 1.70421 0.30029 0.58394
*
```

Computed properties:
**E_LUMO**: -0.24 eV
**HOMO energy**: -0.3389 Ha
**Energy above the lowest of the compared OMol25 structures with the same formula, charge and spin**: 113.1 kcal/mol
**Frontier orbital gap**: 8.98 eV

These are the Mulliken partial charges, in e, on atoms 1 to 6:
1. C 0.496
2. C -0.343
3. C -0.154
4. C -0.185
5. N -0.430
6. N -0.408

---

No. 7
Formula: C4H4N2O
Source: the Open Molecules 2025 dataset
Level of theory: the ωB97M-V functional and the def2-TZVPD basis

Structure (ORCA input):
```
! wB97M-V def2-TZVPD RIJCOSX def2/J DEFGRID3
* xyz 0 1
N -2.48858 -0.99222 -1.24001
C -1.68555 -0.19367 -0.80463
C -0.89336 0.83973 -0.29410
O -0.34588 0.67455 0.95298
C 1.04124 0.39439 0.96125
C 1.30024 -0.89031 0.27890
N 1.39829 -1.88075 -0.31148
H -0.40644 1.52533 -0.98266
H -0.89031 -0.99629 -1.02385
H 1.61602 1.18286 0.45761
H 1.35433 0.33639 2.00599
*
```

Computed properties:
**E_LUMO (alpha / beta)**: -0.30 / 0.05 eV
**HOMO energy (alpha / beta)**: -0.3136 / -0.3132 Ha
**Energy above the lowest of the compared OMol25 structures with the same formula, charge and spin**: 133.6 kcal/mol
**Frontier orbital gap (alpha / beta)**: 8.23 / 8.57 eV

These are the Mulliken partial charges, in e, on atoms 1 to 6:
1. N -0.420
2. C 0.302
3. C -0.516
4. O -0.307
5. C -0.265
6. C 0.387

---

No. 8
Formula: C4H4N2O
Source: the Open Molecules 2025 dataset
Level of theory: the ωB97M-V functional and the def2-TZVPD basis

Structure (ORCA input):
```
! wB97M-V def2-TZVPD RIJCOSX def2/J DEFGRID3
* xyz 0 1
C -1.71482 0.22682 0.09463
C -0.19536 -0.93368 -0.15882
C 1.04652 0.82775 -0.09702
C -0.26939 0.45434 -0.09948
H -2.30545 0.68386 -0.82354
H -2.19705 0.53995 1.08715
H 2.70327 -0.47770 0.13166
H 1.64309 1.69910 0.00292
N 1.09216 -1.50349 0.09542
N 1.77585 -0.39055 -0.09293
O -1.57882 -1.12640 -0.14002
*
```

Computed properties:
**E_LUMO**: 0.92 eV
**HOMO energy**: -0.3187 Ha
**Energy above the lowest of the compared OMol25 structures with the same formula, charge and spin**: 100.1 kcal/mol
**Frontier orbital gap**: 9.59 eV

These are the Mulliken partial charges, in e, on atoms 1 to 6:
1. C -0.020
2. C 0.379
3. C -1.017
4. C 0.432
5. H 0.161
6. H 0.222

---

No. 9
Formula: C4H4N2O
Source: the Open Molecules 2025 dataset
Level of theory: the ωB97M-V functional and the def2-TZVPD basis

Structure (ORCA input):
```
! wB97M-V def2-TZVPD RIJCOSX def2/J DEFGRID3
* xyz 0 1
C 2.49491 -0.10974 -0.38826
C -0.82987 0.63439 0.35194
C -1.91631 0.04728 -0.07984
C 1.30026 0.34451 -0.24886
N 1.60676 -0.61446 0.76295
N -2.94489 -0.53848 -0.37537
O 0.25301 0.96773 -0.49227
H 3.40287 -0.16948 -0.87191
H -0.80325 0.81567 1.42274
H 1.14319 -1.49237 0.57859
H -3.70668 0.11496 -0.65972
*
```

Computed properties:
**E_LUMO**: 0.56 eV
**HOMO energy**: -0.2811 Ha
**Energy above the lowest of the compared OMol25 structures with the same formula, charge and spin**: 144.0 kcal/mol
**Frontier orbital gap**: 8.21 eV

These are the Mulliken partial charges, in e, on atoms 1 to 6:
1. C -0.634
2. C -0.570
3. C 0.610
4. C 0.707
5. N -0.541
6. N -0.485

---

No. 10
Formula: C4H4N2O
Source: the Open Molecules 2025 dataset
Level of theory: the ωB97M-V functional and the def2-TZVPD basis

Structure (ORCA input):
```
! wB97M-V def2-TZVPD RIJCOSX def2/J DEFGRID3
* xyz 0 1
C -0.31701 2.82951 -1.05133
C 1.91277 -3.06685 0.84549
C -1.54172 0.19875 0.15931
C -0.14017 0.45503 -0.31168
N 0.04634 1.75150 -0.63830
N 2.24515 -2.01722 0.55942
O -2.15125 -0.84145 0.41948
H -0.23744 3.81552 -0.80294
H 1.71756 -4.11870 1.03293
H -2.06916 1.25710 0.29693
H 0.53492 -0.26319 -0.50930
*
```

Computed properties:
**E_LUMO (alpha / beta)**: -0.10 / -0.10 eV
**HOMO energy (alpha / beta)**: -0.3090 / -0.3090 Ha
**Energy above the lowest of the compared OMol25 structures with the same formula, charge and spin**: 103.2 kcal/mol
**Frontier orbital gap (alpha / beta)**: 8.31 / 8.31 eV

These are the Mulliken partial charges, in e, on atoms 1 to 6:
1. C -0.154
2. C 0.091
3. C 0.020
4. C -0.157
5. N -0.125
6. N -0.350

---

No. 11
Formula: C4H4N2O
Source: the Open Molecules 2025 dataset
Level of theory: the ωB97M-V functional and the def2-TZVPD basis

Structure (ORCA input):
```
! wB97M-V def2-TZVPD RIJCOSX def2/J DEFGRID3
* xyz 0 1
C -1.40801 -0.47552 -0.05709
C -0.09102 -0.12051 -0.10913
C 0.61721 1.16547 -0.06695
C 2.03408 -0.46917 0.01651
H -3.26593 0.01476 0.29783
H -1.55721 -1.60528 0.00690
H 0.21976 2.20498 -0.24222
H 3.01751 -0.91923 0.10380
N 1.89954 0.93069 0.06778
N 0.89054 -1.14181 -0.04356
O -2.35648 0.41562 0.02613
*
```

Computed properties:
**E_LUMO**: -0.26 eV
**HOMO energy**: -0.3359 Ha
**Energy above the lowest of the compared OMol25 structures with the same formula, charge and spin**: 37.6 kcal/mol
**Frontier orbital gap**: 8.88 eV

These are the Mulliken partial charges, in e, on atoms 1 to 6:
1. C 0.035
2. C 0.303
3. C -0.124
4. C -0.101
5. H 0.374
6. H 0.353

---

No. 12
Formula: C4H4N2O
Source: the Open Molecules 2025 dataset
Level of theory: the ωB97M-V functional and the def2-TZVPD basis

Structure (ORCA input):
```
! wB97M-V def2-TZVPD RIJCOSX def2/J DEFGRID3
* xyz 0 1
N 0.01666 1.76966 1.61509
C -0.16773 1.57403 0.42189
C -0.40660 1.55209 -0.92535
N -0.16960 0.27245 -0.70368
C -0.00723 -0.99970 -0.89570
C 0.32708 -1.75247 0.31250
O 0.44543 -1.23963 1.41431
H 0.24626 0.97311 2.20503
H -0.65378 2.18333 -1.76576
H -0.10572 -1.49018 -1.86751
H 0.47522 -2.84270 0.18917
*
```

Computed properties:
**E_LUMO**: 0.03 eV
**HOMO energy**: -0.3083 Ha
**Energy above the lowest of the compared OMol25 structures with the same formula, charge and spin**: 95.2 kcal/mol
**Frontier orbital gap**: 8.42 eV

These are the Mulliken partial charges, in e, on atoms 1 to 6:
1. N -0.593
2. C 0.419
3. C -0.291
4. N -0.141
5. C -0.263
6. C -0.024